(1)
The following is a DFT calculation (ωB97M-V/def2-TZVPD) of a structure of composition C38H58Cl2GeN4OSb2Ti.

The calculation puts the HOMO-LUMO gap (spin up / spin down) at 0.106 / 0.102 Ha. The highest occupied orbital energy (spin up / spin down) comes out at 0.59 / 0.69 eV. The calculation puts the largest force on an atom at 0.995 eV Å⁻¹. As for the net charge: -2.

Each line ends with the Mulliken charge.
CARTESIAN COORDINATES (ANGSTROEM)
H: 6.7513 2.9202 0.0924  0.375
C: -2.5493 -0.1272 -1.0235  -1.605
H: 0.4060 6.0903 -3.6112  0.357
H: -2.8334 0.8956 -0.7969  1.094
H: 0.4698 -2.2129 0.1239  -1.188
C: -2.1470 2.8837 0.9574  -0.810
C: 1.4568 0.2537 -2.8507  -1.087
H: -4.8154 -3.7679 1.5270  0.821
H: 0.5507 -0.4836 1.7478  0.186
H: -2.4988 -4.1209 -2.0360  0.298
C: 0.3520 5.9965 -2.5247  -1.411
C: -6.0378 -0.7558 3.9403  -0.988
C: -1.0905 -4.2410 0.6164  -1.012
H: 0.7348 6.9091 -2.0606  0.414
H: 4.2529 -1.5567 -2.2062  0.256
C: -3.5622 -4.1920 -0.1404  2.809
Sb: 3.7203 1.2010 -0.3641  0.215
H: -3.7776 0.4903 1.0613  0.226
C: -2.7753 -5.7004 1.7493  -2.048
H: 4.4480 -3.7231 1.2931  0.439
H: -0.7821 -3.7257 -0.2968  -0.758
Ti: 0.8886 0.4600 -0.7560  0.302
H: 2.8750 -5.2097 -0.8746  0.458
C: -1.3932 -1.8144 -1.5307  -0.492
C: 6.2170 3.8622 0.0145  -0.531
H: 3.0203 -2.5911 -2.9473  0.344
Cl: -3.1589 3.8116 -2.8221  -0.344
C: -3.2150 -3.5195 -1.4779  -2.553
H: 3.1780 1.8324 2.2052  0.483
H: 1.3335 3.8763 0.8283  0.062
H: -1.5044 -5.8121 -1.4450  0.338
H: 3.0794 6.4205 -2.0132  0.472
H: -0.5865 -2.4760 -1.8024  1.009
C: -1.1169 2.6008 -1.5981  -1.223
N: -1.2742 -0.5270 -1.3150  0.220
H: -5.0003 -5.4626 0.2802  0.551
H: 4.4648 -3.3230 -2.2123  0.431
C: -2.9770 3.2953 -0.1504  -0.846
H: -3.9072 3.8299 -0.0351  0.453
H: -2.4756 3.0586 1.9775  0.388
H: 4.1469 2.9321 -2.5150  0.497
C: -2.3777 -5.0511 0.4154  2.402
H: -2.8022 -2.6888 2.4074  0.635
C: 5.1468 3.9326 -0.8830  0.766
C: -5.1334 -1.6161 3.3404  -0.138
H: -1.1540 -3.4981 1.4066  0.311
H: 1.8701 -4.8881 0.5519  0.325
H: -0.6926 5.8541 -2.2431  0.325
H: -4.1323 -3.4614 -2.0596  0.417
H: 3.9058 -2.1348 1.8748  0.353
N: -2.6556 -2.1988 -1.3515  0.962
C: 1.3173 -1.5329 -0.0097  1.901
H: 3.7180 3.3335 1.4295  0.318
H: -2.6714 -1.6443 0.9994  -0.196
H: 2.3813 -0.2657 -3.1168  0.247
H: 1.5341 1.2730 -3.2490  0.304
H: 6.1055 6.9520 1.3869  0.362
C: -0.9409 2.3028 0.7873  -0.652
C: -4.3135 -1.1951 2.2965  -1.376
Sb: 1.4657 4.2512 -1.8476  0.578
C: -6.1215 0.5471 3.4788  0.488
N: -3.4206 -1.1153 -1.0448  -0.997
H: 4.2666 7.1425 -0.2451  0.296
C: 3.7357 -2.5122 -2.1267  -1.303
C: -4.4100 0.1248 1.8651  0.636
H: -3.5991 -6.4106 1.6309  0.430
H: 3.7526 5.1351 -3.0151  0.580
N: -0.3712 2.0243 -0.5025  1.691
H: 5.6597 2.1885 -1.9848  0.569
H: -0.2763 -4.9249 0.8722  0.537
H: -4.9201 -2.6052 0.2296  0.111
C: 1.3942 -0.4868 1.0534  -1.171
H: 1.7390 5.5876 0.5050  0.550
H: -1.3664 -6.8918 -0.0738  0.467
Ge: 2.8220 -2.6644 -0.3897  0.906
C: 1.1133 4.7422 0.2086  -1.403
H: 0.6324 -0.2346 -3.3874  0.250
H: 5.1408 -2.2250 0.6212  0.355
C: 3.9196 2.2678 1.5307  -1.546
H: -6.6701 -1.0856 4.7538  0.387
H: -0.3358 2.0209 1.6423  0.287
C: -2.3295 3.1785 -1.4010  -0.170
C: 2.1264 -4.5357 -0.4514  -1.449
C: -4.2110 -3.1818 0.8244  -2.425
C: 4.7710 2.7206 -1.6474  -1.736
H: -5.0619 -2.6387 3.6987  0.352
O: -4.6333 -5.0869 -0.5259  -0.737
H: 1.2271 -4.5988 -1.0716  0.236
H: 2.3256 -0.3769 1.6103  0.156
C: 6.5744 4.9252 0.8251  -0.528
Cl: -7.2694 1.6373 4.2225  -0.269
H: -5.3950 2.0170 2.0976  0.556
C: 4.4469 5.1506 -0.9939  1.343
H: 7.3993 4.8233 1.5211  0.366
C: -2.0367 -6.1837 -0.5673  -2.048
H: -1.9255 -6.2626 2.1424  0.511
C: 5.8553 6.1107 0.7511  -0.700
C: -3.3813 -2.1797 1.6344  1.041
H: -0.6886 2.5222 -2.5888  0.659
H: 0.0592 4.9942 0.3203  0.526
C: -5.3178 0.9985 2.4496  -1.098
C: 3.3695 5.3679 -2.0166  -2.256
H: 4.9110 2.1388 1.9613  0.452
H: -3.0580 -4.9654 2.5017  0.280
C: 4.2313 -2.6935 0.9959  -1.446
H: -2.9259 -6.7169 -0.8981  0.406
C: 4.8141 6.2094 -0.1604  -0.591

---

(2)
The following is a DFT calculation (ωB97M-V/def2-TZVPD) of the ion C38H59 with charge +1 at a distorted geometry.

The energy relative to the best compared isomer or geometry (same formula, charge and spin) comes out at 2.396 eV. The calculation puts the HOMO-LUMO gap at 0.214 Ha. The highest occupied orbital energy comes out at -10.74 eV. The calculation puts the largest force on an atom at 3.281 eV Å⁻¹. As for the net charge: +1.

Each line ends with the Mulliken charge.
CARTESIAN COORDINATES (ANGSTROEM)
H: 0.7865 1.1527 -1.0830  0.109
C: 2.7086 1.8952 -0.5614  -0.746
H: -1.1196 -4.4977 -1.5772  0.353
H: -2.3322 -2.1683 0.0295  0.271
H: -5.5871 -3.1470 -3.0840  0.335
C: 3.5480 -0.2090 2.8800  0.337
H: 3.3597 -2.9476 2.7924  0.481
H: 6.2104 1.3641 6.5462  0.325
H: 1.9864 5.4783 -3.6818  0.335
H: -6.1879 -1.3832 -0.1741  0.202
H: -7.3163 -0.7568 -2.9595  0.403
C: 3.4016 1.7462 -1.7919  0.834
H: 4.5447 -0.1882 -1.7731  0.168
H: -4.5091 -3.7778 -0.2515  0.374
H: -5.3203 0.6037 0.0064  0.349
H: 1.8002 5.1580 -0.9050  0.452
H: 3.3971 6.1373 -2.9030  0.372
C: -4.3968 -3.3448 -1.2669  0.688
H: -5.8336 -4.6919 -2.2118  0.421
C: -5.3336 1.2996 -0.8491  -0.659
C: 3.1524 -0.4708 0.4145  -0.791
H: -7.8008 -3.2162 -2.0167  0.394
H: 2.7319 1.1457 5.9009  0.284
C: -0.8265 -1.7986 -1.4086  -1.018
C: 3.3560 0.8790 5.0467  -1.129
C: -1.9717 -4.0462 -1.0340  -1.161
H: -6.3423 1.4205 -2.7780  0.362
H: 1.7298 2.7984 1.9299  0.226
C: -6.4581 0.8966 -1.8148  -1.139
C: -6.5360 -0.6090 -2.1829  -0.256
H: 5.5086 -0.8389 1.0002  0.367
H: 1.5339 -0.7726 -1.3172  -0.331
C: -3.1658 -3.9206 -1.9663  -0.608
C: 1.3677 3.3921 1.0248  -1.116
H: 3.6093 4.9758 -4.1876  0.385
C: -1.4944 -2.7292 -0.3896  -0.215
H: 0.7061 0.0927 3.4035  0.217
H: -4.2584 -2.2439 -1.1356  -0.810
H: -3.5082 2.3621 -1.1843  0.439
H: -7.4461 1.1734 -1.4061  0.391
H: -5.6211 2.2921 -0.4689  0.356
C: -6.9402 -3.0291 -1.3603  -1.117
C: 2.7893 0.1153 4.0160  1.168
C: -5.6853 -3.5979 -2.0743  -0.812
H: -4.0205 1.4176 -2.5804  0.453
H: 0.2868 3.0713 0.8193  0.108
C: 5.3756 1.9640 6.1563  -1.519
H: -3.2060 -0.6375 -1.7215  -0.130
C: 3.5736 -2.4996 1.8195  -1.832
H: 6.4516 1.3599 3.7746  0.455
H: 1.8925 -1.2667 2.0066  0.291
C: 5.8427 -0.0587 1.6868  -2.440
C: 2.1372 0.6389 0.1710  1.363
C: 5.4303 0.9952 3.8594  -0.774
C: -0.5127 -0.4026 -0.9257  0.386
C: 2.9867 5.2366 -3.3431  -1.541
C: 3.7638 0.3778 -2.3757  -1.120
H: 1.7353 0.9967 1.1381  -0.049
H: 5.8053 2.9212 5.8338  0.349
H: 4.0937 0.0728 0.2182  0.454
H: 6.8302 -0.3723 2.0668  0.545
H: 3.1015 -1.2829 -0.3457  0.518
C: -1.5337 0.6831 -1.1716  -0.802
H: 2.8539 -0.2954 -2.5009  0.175
H: 3.1359 -3.1958 1.0781  0.426
C: 3.4789 2.8432 -2.6672  -0.800
H: -5.5927 -0.9476 -2.6527  0.092
C: 2.3088 4.2276 -1.1281  -0.966
C: -6.8854 -1.5401 -1.0099  -0.502
C: -3.9333 1.3852 -1.4802  -0.791
H: -7.8727 -1.2463 -0.6237  0.466
H: -1.3408 1.2219 -2.1600  0.258
H: -1.3873 -1.7267 -2.3600  0.372
H: -1.3444 1.4424 -0.3509  0.240
C: -3.0093 0.2362 -1.0741  0.121
H: 6.0270 0.8722 1.1211  0.383
C: 4.6928 1.2765 5.0119  0.560
H: -2.1902 -4.7319 -0.1959  0.430
H: 4.6685 -2.4499 1.6855  0.292
H: 1.3301 4.4830 1.2638  0.495
H: 4.6837 2.1598 6.9812  0.363
C: 0.8437 0.0407 -0.7118  -0.356
H: 3.9109 2.6843 -3.6849  0.234
H: -3.2745 -0.0606 -0.0309  0.339
H: -7.1171 -3.5996 -0.4345  0.354
H: 0.9813 0.0148 5.1478  0.430
H: 1.2322 -1.4342 4.1881  0.285
C: 1.3575 -0.3386 4.1801  -1.436
C: 2.2610 3.1820 -0.1993  1.125
H: -0.8222 -2.9293 0.4506  0.406
H: -3.3920 -4.9277 -2.3687  0.503
C: 4.8921 0.2199 2.8257  1.391
C: 2.9327 4.0839 -2.3888  0.529
H: -2.9149 -3.2852 -2.8386  0.165
H: 4.1624 0.5138 -3.3932  0.508
H: 0.0936 -2.2997 -1.7431  0.644
C: 2.9588 -1.0869 1.7840  0.061